(1)
Density functional theory data (ωB97M-V/def2-TZVPD) for an isolated molecule of CH2N4O2 in a non-equilibrium geometry.

Element x y z (Å)
N (3.617, -0.192, 1.185)
C (2.586, -0.261, 0.695)
N (1.456, -0.458, 0.054)
N (0.055, 0.395, 0.258)
N (1.278, -1.477, -0.896)
O (2.219, -2.179, -1.110)
O (0.187, -1.525, -1.391)
H (-0.567, -0.276, 0.697)
H (-0.237, 0.578, -0.697)

The calculation puts the HOMO energy at -11.164 eV. The calculation puts the molar mass at 102.1 g mol⁻¹. Its net charge is 0. The max |F| is 0.1122 Eh/bohr. The LUMO energy comes out at -0.0055 Eh. For the relative energy (zero: lowest compared OMol25 entry of this formula, charge and spin), the calculation gives 474.7 kJ/mol.

(2)
Density functional theory data (ωB97M-V/def2-TZVPD) for a cluster of 2 separate species, CH2N4O3 in total in a non-equilibrium geometry.

Element x y z (Å)
C (0.695, -1.590, -1.110)
N (1.136, -2.437, -1.773)
N (0.264, -0.504, -0.530)
N (1.071, 0.225, 0.155)
N (0.712, 1.408, 0.549)
O (-0.668, 1.566, 0.751)
O (1.482, 2.267, 0.883)
O (-1.787, -1.194, -0.329)
H (-0.967, 2.300, 1.318)
H (-1.937, -2.040, 0.086)

The calculation puts the HOMO energy (spin up / spin down) at -9.648 / -9.642 eV. The calculation puts the molar mass at 118.1 g mol⁻¹. Its net charge is 0. The max |F| is 0.0677 Eh/bohr. The LUMO energy (spin up / spin down) comes out at -0.1255 / -0.1254 Eh. For the relative energy (zero: lowest compared OMol25 entry of this formula, charge and spin), the calculation gives 512.2 kJ/mol.

(3)
Density functional theory data (ωB97M-V/def2-TZVPD) for an isolated molecule of CH2N4S in a non-equilibrium geometry.

Element x y z (Å)
S (1.952, 0.065, -0.035)
C (0.189, -0.120, 0.039)
N (-0.606, -1.155, -0.027)
N (-1.871, -0.634, -0.036)
N (-1.877, 0.632, 0.047)
N (-0.550, 0.999, -0.013)
H (2.200, -1.142, 0.474)
H (-0.236, 1.928, 0.057)

The calculation puts the HOMO energy at -10.014 eV. The calculation puts the molar mass at 102.1 g mol⁻¹. Its net charge is 0. The max |F| is 0.0362 Eh/bohr. The LUMO energy comes out at 0.0181 Eh. For the relative energy (zero: lowest compared OMol25 entry of this formula, charge and spin), the calculation gives 36.4 kJ/mol.

(4)
Density functional theory data (ωB97M-V/def2-TZVPD) for a cluster of 2 separate species, CH2NO in total in a non-equilibrium geometry.

Element x y z (Å)
C (0.061, -0.030, -0.378)
N (0.161, 0.750, -2.911)
O (1.128, 1.154, -3.183)
H (0.817, -0.633, 0.115)
H (-0.825, 0.255, 0.182)

The calculation puts the HOMO energy (spin up / spin down) at -15.532 / -15.539 eV. The calculation puts the molar mass at 44.0 g mol⁻¹. Its net charge is +1. The max |F| is 0.0346 Eh/bohr. The LUMO energy (spin up / spin down) comes out at -0.2885 / -0.2885 Eh. For the relative energy (zero: lowest compared OMol25 entry of this formula, charge and spin), the calculation gives 296.1 kJ/mol.

(5)
Density functional theory data (ωB97M-V/def2-TZVPD) for a cluster of 2 separate species, CH2NO2 in total in a non-equilibrium geometry.

Element x y z (Å)
N (0.596, -0.121, 0.696)
C (0.932, -1.106, 1.462)
O (-0.741, 0.977, -1.886)
O (0.674, -1.985, 2.272)
H (-1.098, 1.767, -1.460)
H (-0.364, 0.469, -1.084)

The calculation puts the HOMO energy (spin up / spin down) at -11.122 / -11.119 eV. The calculation puts the molar mass at 60.0 g mol⁻¹. Its net charge is 0. The max |F| is 0.0894 Eh/bohr. Its spin multiplicity is 2. The LUMO energy (spin up / spin down) comes out at -0.0240 / -0.1443 Eh. The expectation value of S² is 0.773. For the relative energy (zero: lowest compared OMol25 entry of this formula, charge and spin), the calculation gives 144.6 kJ/mol.

(6)
Density functional theory data (ωB97M-V/def2-TZVPD) for the ion CH2NO2S2 with charge -1 in a non-equilibrium geometry.

Element x y z (Å)
N (-1.064, 0.102, 0.125)
C (-0.035, 0.893, 0.040)
S (0.187, 2.485, -0.059)
S (1.469, -0.559, 0.275)
O (0.521, -1.657, 0.751)
O (1.721, -0.606, -1.179)
H (-2.103, 0.267, -0.235)
H (-0.696, -0.926, 0.283)

The calculation puts the HOMO energy at -3.289 eV. The calculation puts the molar mass at 124.2 g mol⁻¹. Its net charge is -1. The max |F| is 0.0671 Eh/bohr. The LUMO energy comes out at 0.1349 Eh. For the relative energy (zero: lowest compared OMol25 entry of this formula, charge and spin), the calculation gives 29.8 kJ/mol.